Here is a molecular structure, C39H35Br2CaN2O2P2S2 from OMol25. Energies are from ωB97M-V/def2-TZVPD.

```
85
Properties=species:S:1:pos:R:3:forces:R:3:lowdin_charge:R:1
Ca -1.848077 0.011208 0.642597 0.2 0.1 -0.1 1.01
S -0.644812 -2.382882 -0.118300 0.1 -0.1 0.0 0.21
P 1.066749 -1.250728 -0.133576 -0.3 0.1 -0.1 0.38
C 0.955296 0.372247 0.105146 -0.1 -0.1 0.3 -0.60
P 0.548285 1.647674 -0.856075 -0.1 -0.2 -0.3 0.36
S -1.422862 1.939922 -1.304743 0.1 0.2 -0.1 0.21
C 1.483983 1.715768 -2.440900 0.0 0.0 0.0 -0.33
C 2.846154 1.413529 -2.410887 -0.1 0.0 0.1 -0.09
C 3.592771 1.411050 -3.576139 0.0 0.0 0.0 -0.10
C 2.987831 1.711881 -4.791016 0.1 0.0 0.0 -0.11
C 1.636254 2.010858 -4.830738 0.0 0.0 0.0 -0.10
C 0.887194 2.012267 -3.659625 0.0 0.0 0.0 -0.11
C 1.090916 3.198907 -0.062558 0.1 0.0 0.1 -0.33
C 1.676596 3.155663 1.195511 0.0 0.0 0.0 -0.09
C 2.088518 4.326946 1.818514 0.0 0.0 0.0 -0.10
C 1.925653 5.545575 1.177817 0.0 0.0 0.0 -0.11
C 1.342978 5.592249 -0.083749 0.0 0.0 0.0 -0.10
C 0.922769 4.424430 -0.699197 0.0 0.0 0.0 -0.10
C 1.952546 -1.731682 -1.663586 0.2 -0.1 0.1 -0.32
C 3.315691 -2.016138 -1.670493 0.0 0.0 0.0 -0.09
C 3.982539 -2.250885 -2.866523 0.0 0.0 0.0 -0.10
C 3.294269 -2.193964 -4.069119 0.0 0.0 0.0 -0.11
C 1.935509 -1.905712 -4.069198 0.0 0.0 0.0 -0.09
C 1.270740 -1.680906 -2.875584 -0.1 0.0 0.0 -0.10
C 2.109472 -1.979892 1.188666 0.0 0.0 0.0 -0.35
C 2.066797 -3.338696 1.492529 0.0 0.0 0.0 -0.11
C 2.876005 -3.858434 2.492592 0.0 0.0 0.0 -0.10
C 3.733911 -3.024710 3.200830 0.0 0.0 0.0 -0.12
C 3.780334 -1.671004 2.903164 0.0 0.1 0.0 -0.10
C 2.971706 -1.153121 1.898399 0.0 0.0 0.0 -0.11
H 3.303691 1.154806 -1.462397 0.0 0.0 0.0 0.11
H 4.645683 1.159046 -3.539290 0.0 0.0 0.0 0.10
H 3.570641 1.703668 -5.704410 0.0 0.0 0.0 0.09
H 1.157720 2.240580 -5.775450 0.0 0.0 0.0 0.09
H -0.173208 2.234158 -3.681124 0.0 0.0 0.0 0.06
H 1.788826 2.184605 1.664324 0.0 0.0 0.0 0.06
H 2.536935 4.286793 2.804286 0.0 0.0 0.0 0.09
H 2.248329 6.461002 1.659205 0.0 0.0 0.0 0.09
H 1.210334 6.543933 -0.583789 0.0 0.0 0.0 0.10
H 0.448741 4.462797 -1.673124 0.0 0.0 0.0 0.10
H 3.869211 -2.051980 -0.739754 0.0 0.0 0.0 0.10
H 5.043043 -2.473384 -2.854002 0.0 0.0 0.0 0.10
H 3.811673 -2.368474 -5.004682 0.0 0.0 0.0 0.09
H 1.391127 -1.847462 -5.003854 0.0 0.0 0.0 0.10
H 0.209658 -1.456417 -2.881319 0.0 0.0 0.0 0.08
H 1.383846 -3.979569 0.948379 0.0 0.0 0.0 0.07
H 2.837334 -4.916700 2.721642 0.0 0.0 0.0 0.10
H 4.362280 -3.433306 3.983587 0.0 0.0 0.0 0.10
H 4.448594 -1.015066 3.449421 0.0 0.0 0.0 0.10
H 2.985348 -0.100041 1.638964 0.0 0.0 0.0 0.08
C -2.751045 -1.082422 -2.956737 0.0 0.0 0.0 -0.06
C -4.027298 -0.700522 -2.270167 0.0 0.0 -0.1 -0.32
C -5.226080 -0.600788 -3.016053 0.0 0.0 0.1 -0.02
C -6.380654 -0.215411 -2.403020 0.1 0.0 0.0 -0.04
C -6.369375 0.083754 -1.023254 -0.1 0.0 0.0 -0.20
C -7.497023 0.519837 -0.281104 0.1 0.0 0.0 -0.64
Br -9.192176 0.704749 -1.127096 0.0 0.0 0.0 0.71
C -7.383506 0.816671 1.044974 0.0 0.0 0.0 -0.20
C -6.153823 0.687223 1.703570 0.0 -0.1 -0.1 -0.62
Br -6.070406 1.112978 3.545863 0.0 0.0 0.0 0.72
C -4.993653 0.240907 1.069686 -0.1 0.0 -0.2 -0.45
O -3.862340 0.093753 1.631554 0.1 0.0 0.4 -0.26
C -5.137557 -0.050524 -0.352184 0.0 0.0 0.1 -0.13
N -3.997122 -0.439209 -0.981860 0.1 0.0 0.0 0.11
H -2.950113 -1.609338 -3.890192 0.0 0.0 0.0 0.07
H -2.136104 -1.702512 -2.304798 0.0 0.0 0.0 0.01
H -2.177142 -0.176397 -3.171013 0.0 0.0 0.0 0.05
H -5.204993 -0.831232 -4.073126 0.0 0.0 0.0 0.11
H -7.304369 -0.130505 -2.959427 0.0 0.0 0.0 0.07
H -8.242761 1.155688 1.607161 0.0 0.0 0.0 0.09
C 1.099458 0.502911 4.450221 0.0 0.0 0.0 -0.03
N 0.372749 -0.759723 4.476507 0.0 0.0 0.0 -0.12
C 0.888551 -1.888904 5.231112 0.0 0.0 0.0 -0.05
C -0.646614 -0.886485 3.605379 0.1 0.0 -0.1 -0.49
C -1.407397 -2.181034 3.551327 0.0 0.0 0.0 0.01
O -0.923488 0.046172 2.847598 -0.2 0.0 0.0 -0.09
H 1.874210 0.479073 5.212819 0.0 0.0 0.0 0.08
H 0.419155 1.331038 4.648052 0.0 0.0 0.0 0.09
H 1.544317 0.666678 3.467977 0.0 0.0 0.0 0.07
H 1.879441 -1.638210 5.600851 0.0 0.0 0.0 0.08
H 0.993906 -2.770487 4.598201 0.0 0.0 0.0 0.08
H 0.252528 -2.133367 6.086210 0.0 0.0 0.0 0.09
H -1.471015 -2.682252 4.515653 0.0 0.0 0.0 0.08
H -0.915049 -2.840361 2.831060 0.0 0.0 0.0 0.06
H -2.408735 -1.962156 3.183885 0.0 0.0 0.0 0.09
```
Forces are in eV/Å.

The value obtained for the total energy is -246866.663 eV. For the HOMO energy, the calculation gives -4.4 eV. Its total charge is -1. The calculation puts the LUMO energy at 2.35 eV.

=====

Here is 2 unconnected molecules or ions with the total composition C6H14N2O2 at a distorted geometry from OMol25. Energies are from ωB97M-V/def2-TZVPD.

```
24
Properties=species:S:1:pos:R:3:forces:R:3:lowdin_charge:R:1
C -1.747872 1.122466 1.112775 -1.2 -1.3 -0.4 -0.06
C -1.472841 0.023444 -2.480934 0.1 -0.5 -0.7 -0.02
C -2.084228 0.741372 -1.292806 1.0 -0.1 -1.1 -0.57
O -3.090302 1.409825 -1.404746 -0.2 0.0 0.7 0.06
N -1.348004 0.538792 -0.174997 -0.4 0.8 0.9 0.01
H -0.468282 0.060174 -0.255763 -0.1 0.0 0.0 0.08
H -2.011705 2.165937 1.006868 0.4 0.3 0.1 0.08
H -0.432668 0.295362 -2.700231 -0.1 -0.1 0.5 0.07
H -2.679009 0.610729 1.394906 0.0 0.2 0.0 0.09
H -1.052067 0.856979 1.895631 0.4 0.5 -0.2 0.06
H -1.534930 -1.052076 -2.281298 0.2 0.1 -0.1 0.08
H -1.999890 0.211720 -3.414334 -0.3 0.1 0.3 0.08
C 2.727956 0.863081 0.217906 -0.1 1.0 -1.1 -0.01
C 0.637804 -2.096424 1.191196 1.2 -1.0 0.5 -0.07
C 1.646392 0.104899 0.935510 1.6 -0.1 -0.4 -0.57
O 1.083414 0.604962 1.884530 -0.5 -0.8 0.1 0.05
N 1.506681 -1.185684 0.474212 -1.0 0.7 0.9 0.00
H 3.702620 0.369191 0.275704 -0.2 0.1 0.0 0.09
H 1.982432 -1.472127 -0.354546 0.2 0.0 -0.2 0.13
H -0.403057 -1.982115 0.949496 -0.5 0.2 0.1 0.07
H 2.468195 1.044643 -0.840296 0.1 -0.6 0.1 0.08
H 2.775212 1.888714 0.581723 0.2 -0.2 0.5 0.08
H 0.924440 -3.145769 1.026621 0.0 0.4 -0.5 0.09
H 0.869708 -1.978094 2.252865 -0.6 0.3 0.0 0.09
```
Forces are in eV/Å.

The value obtained for the total energy is -13524.772 eV. For the HOMO energy, the calculation gives -9.4 eV. Its SMILES is CNC(C)=O.CNC(C)=O. The calculation puts the LUMO energy at 0.50 eV.

=====

Here is a molecular structure, C17H23CaCl5NO2P2 at a distorted geometry from OMol25. Energies are from ωB97M-V/def2-TZVPD.

```
51
Properties=species:S:1:pos:R:3:forces:R:3:lowdin_charge:R:1
Ca -0.079909 -0.378285 0.645596 0.2 -1.5 -0.8 0.99
P -2.582208 0.459364 -0.681933 -1.3 0.4 -0.2 0.83
C -2.311018 1.209196 -2.339420 0.5 -0.6 0.3 -0.30
C -0.867639 1.214111 -2.776095 0.0 0.2 -0.6 -0.33
N 0.147326 0.871624 -1.957251 -0.3 0.6 0.4 0.08
C 1.383348 1.281646 -2.300689 0.2 0.0 -0.5 -0.34
C 1.610049 1.978039 -3.489651 0.1 0.1 0.2 -0.02
C 0.570270 2.253348 -4.370534 0.1 -0.4 0.2 -0.02
C -0.690327 1.789420 -4.036205 0.6 0.4 0.3 -0.03
C 2.576054 1.077253 -1.376522 -0.1 0.3 -0.4 -0.34
P 2.629737 -0.484916 -0.406592 0.3 0.2 -0.5 0.81
H -1.554454 1.994031 -4.659500 0.1 0.0 0.1 0.12
H 2.616737 2.323935 -3.687387 -0.1 0.0 -0.1 0.12
H 0.736742 2.840908 -5.264078 0.0 -0.1 -0.1 0.12
H 3.471854 1.124002 -2.009871 -0.1 0.1 0.2 0.09
H 2.630070 1.920340 -0.663399 -0.1 -0.2 -0.2 0.08
H -2.921131 0.725432 -3.094841 -0.2 -0.1 -0.1 0.10
H -2.628426 2.265794 -2.266199 0.1 -0.5 -0.2 0.10
H -1.284232 -3.903170 -3.116853 0.8 0.4 -1.2 0.05
O -0.679406 -3.676126 -3.871147 -1.0 0.4 0.8 -0.09
H -1.009183 -2.826872 -4.229929 0.2 -0.8 0.3 0.03
H -0.659698 -5.291952 -0.083968 0.0 -0.1 0.0 0.10
O 0.077043 -2.405862 0.968295 -0.6 -0.7 -0.8 -0.67
H -0.106727 -3.299099 0.601005 0.3 1.2 0.6 -0.12
C 2.958394 -1.678414 -1.766679 -0.3 -0.2 0.2 -0.25
H 3.652693 -1.252428 -2.509658 -0.2 -0.2 0.3 0.06
H 3.386930 -2.587794 -1.319081 -0.1 0.2 -0.3 0.05
H 1.999110 -1.944502 -2.236919 0.4 0.0 0.0 0.04
C 4.294760 -0.318169 0.339685 -0.1 -0.1 0.2 -0.28
H 4.388638 -1.146276 1.056202 0.2 0.3 -0.2 0.05
H 5.092672 -0.384574 -0.413595 -0.2 0.1 0.2 0.06
H 4.366097 0.634675 0.883052 0.0 -0.3 -0.1 0.05
C -3.475362 1.936176 -0.076768 0.0 0.1 0.9 -0.30
H -4.352861 2.167321 -0.698522 0.2 -0.2 0.3 0.06
H -3.759257 1.785849 0.969550 -0.2 0.2 -0.1 0.05
H -2.791213 2.787377 -0.112169 0.0 0.0 0.1 0.03
C -4.026886 -0.690408 -0.865876 0.3 -0.2 0.2 -0.27
H -4.157695 -1.137476 0.139806 -0.1 0.1 -0.6 0.05
H -4.957179 -0.172038 -1.167439 0.6 -0.2 0.1 0.05
H -3.790302 -1.505305 -1.572933 -0.2 0.3 0.3 0.04
Cl -0.591726 -0.597664 3.604863 0.2 0.4 -0.6 0.74
C -0.322088 1.112157 3.366734 -0.3 -0.6 0.6 -0.67
C -0.088457 1.639732 2.117997 -0.1 1.6 1.8 -0.13
C 0.070063 2.990155 1.925134 0.0 0.6 0.0 -0.68
Cl 0.269591 3.623506 0.325113 0.0 -0.2 0.2 0.73
C 0.031124 3.866319 3.042687 -0.1 -0.9 0.2 -0.69
Cl 0.257549 5.542983 2.850404 0.0 0.0 -0.2 0.75
C -0.202315 3.342213 4.338813 0.1 -0.6 -0.7 -0.68
Cl -0.262242 4.364602 5.701612 0.0 0.0 -0.1 0.75
C -0.384541 1.952082 4.500524 0.2 0.4 -0.8 -0.70
Cl -0.685372 1.256539 6.024333 0.0 0.2 0.1 0.75
```
Forces are in eV/Å.

The value obtained for the total energy is -123207.395 eV. For the HOMO energy (alpha / beta), the calculation gives -11.7 / -11.7 eV. Its total charge is +1. The calculation puts the LUMO energy (alpha / beta) at -2.99 / -6.40 eV.

=====

Here is a molecular structure, C11H24FNO3PdS at a distorted geometry from OMol25. Energies are from ωB97M-V/def2-TZVPD.

```
42
Properties=species:S:1:pos:R:3:forces:R:3:lowdin_charge:R:1
C 7.550252 -1.604706 0.586731 2.3 -0.7 2.0 -0.01
O 6.645840 -1.310333 -0.573759 -1.5 -2.2 4.1 -0.35
C 5.370109 -0.963869 0.075977 -3.6 1.8 1.0 -0.19
C 4.400089 0.024620 -0.860407 1.4 0.1 -0.7 -0.18
C 3.079065 0.343667 0.057038 -0.4 0.7 0.3 -0.20
C 1.852020 1.098125 -0.725554 -0.8 -0.7 -0.3 -0.19
C 0.843188 1.680668 0.474650 1.1 -0.7 -0.1 -0.20
C -0.708421 1.874569 -0.016158 -0.9 -0.2 0.7 -0.18
C -1.578820 0.446649 -0.034715 0.3 0.2 -0.9 -0.20
C -3.076981 0.622917 0.621473 0.1 -0.5 0.3 -0.20
C -4.143507 0.003675 -0.472998 0.6 -0.7 0.7 -0.16
C -5.703452 0.254562 0.016839 0.8 1.2 -0.7 -0.21
N -6.202799 -1.062672 0.556765 -1.8 0.9 0.5 -0.14
S -7.739363 -1.552361 -0.100167 -6.3 1.4 -2.3 0.89
O -8.905174 -1.054432 0.804082 5.1 -2.5 -2.6 -0.30
O -7.988999 -1.170047 -1.577039 2.3 -1.8 5.6 -0.31
F -7.737293 -3.301660 -0.061839 0.6 4.1 0.3 -0.23
H 6.942748 -2.090938 1.492352 1.0 1.1 -2.3 0.16
H 8.030291 -0.604929 1.004356 -1.0 -2.0 -1.1 0.15
H 8.360220 -2.394719 0.276006 -1.6 1.8 0.2 0.15
H 4.693918 -1.890832 0.345263 1.9 1.3 -0.9 0.18
H 5.513066 -0.365517 1.098403 0.2 -1.3 -2.3 0.17
H 4.983428 1.040387 -1.077685 -1.2 -1.7 0.5 0.12
H 4.175756 -0.444624 -1.909614 0.1 0.6 2.1 0.13
H 3.422659 1.059196 0.934625 -0.6 -1.6 -1.7 0.14
H 2.693695 -0.672243 0.507083 0.8 2.0 -0.9 0.14
H 1.243860 0.319826 -1.396057 1.4 1.6 1.5 0.13
H 2.185795 1.950727 -1.463728 -0.5 -1.6 1.7 0.13
H 1.366294 2.650601 0.872604 -1.4 -1.7 -0.7 0.12
H 0.917902 0.873494 1.345153 -0.5 1.8 -1.8 0.12
H -1.252032 2.549645 0.790305 1.3 -1.2 -1.6 0.12
H -0.834106 2.421812 -1.051611 0.5 -1.1 2.1 0.13
H -1.723779 0.101406 -1.166774 0.5 0.7 2.5 0.11
H -1.016463 -0.420514 0.521271 -1.0 1.7 -1.0 0.12
H -3.074779 0.001040 1.633103 -0.3 1.3 -2.2 0.13
H -3.345361 1.728471 0.929940 0.6 -2.1 -0.9 0.12
H -3.909452 0.393222 -1.551157 -0.7 -0.5 2.1 0.12
H -3.968818 -1.171701 -0.494810 -0.4 2.5 0.0 0.14
H -6.292769 0.685804 -0.895434 0.8 -1.2 1.7 0.14
H -5.766190 1.048759 0.883377 0.2 -1.6 -1.8 0.15
H -6.396463 -0.871143 1.585854 0.1 -0.9 -1.5 0.14
Pd 7.094826 -0.226603 -1.983745 0.2 1.5 -1.4 1.10
```
Forces are in eV/Å.

The value obtained for the total energy is -36430.943 eV. For the HOMO energy, the calculation gives -14.1 eV. Its total charge is +2. The calculation puts the LUMO energy at -12.79 eV.